1.
Density functional theory data (ωB97M-V with the def2-TZVPD basis set) for a single C25H50O2 molecule.

Cartesian coordinates (Å):
C -12.891 -2.453 0.114
C -11.370 -2.493 0.031
C -10.746 -1.136 0.347
C -9.222 -1.170 0.268
C -8.607 0.191 0.589
C -7.077 0.180 0.615
C -6.454 0.023 -0.771
C -4.926 -0.040 -0.738
C -4.276 1.268 -0.291
C -2.762 1.287 -0.506
C -2.024 0.262 0.353
C -0.508 0.459 0.351
C 0.121 0.233 -1.023
C 1.648 0.170 -0.981
C 2.297 1.488 -0.564
C 3.819 1.433 -0.677
C 4.468 2.735 -0.210
C 5.977 2.786 -0.451
C 6.760 1.767 0.375
C 8.267 1.950 0.207
C 9.096 0.990 1.061
C 9.012 -0.462 0.595
C 9.928 -1.369 1.413
C 9.848 -2.823 0.951
C 10.485 -3.020 -0.401
O 11.416 -2.404 -0.843
O 9.897 -4.015 -1.084
H -13.210 -2.164 1.113
H -13.292 -1.731 -0.594
H -13.314 -3.429 -0.113
H -11.069 -2.803 -0.972
H -10.988 -3.237 0.734
H -11.127 -0.392 -0.357
H -11.050 -0.825 1.350
H -8.841 -1.912 0.975
H -8.927 -1.484 -0.734
H -8.970 0.512 1.569
H -8.949 0.925 -0.144
H -6.735 1.119 1.054
H -6.734 -0.633 1.259
H -6.824 -0.897 -1.229
H -6.768 0.857 -1.403
H -4.567 -0.282 -1.742
H -4.620 -0.849 -0.072
H -4.485 1.443 0.766
H -4.719 2.091 -0.858
H -2.550 1.105 -1.561
H -2.388 2.285 -0.259
H -2.384 0.343 1.383
H -2.252 -0.746 0.001
H -0.282 1.469 0.698
H -0.064 -0.244 1.060
H -0.182 1.032 -1.702
H -0.255 -0.710 -1.429
H 2.013 -0.101 -1.976
H 1.959 -0.619 -0.292
H 1.916 2.293 -1.198
H 2.027 1.721 0.467
H 4.188 0.600 -0.076
H 4.098 1.244 -1.716
H 4.268 2.876 0.855
H 4.003 3.568 -0.745
H 6.179 2.619 -1.512
H 6.335 3.788 -0.203
H 6.499 1.883 1.430
H 6.479 0.760 0.067
H 8.533 1.815 -0.844
H 8.527 2.975 0.482
H 10.141 1.304 1.025
H 8.766 1.056 2.101
H 9.301 -0.517 -0.457
H 7.984 -0.821 0.681
H 9.650 -1.312 2.467
H 10.960 -1.028 1.311
H 10.391 -3.466 1.648
H 8.816 -3.173 0.904
H 10.336 -4.146 -1.938

The HOMO-LUMO gap comes out at 11.27 eV. The value obtained for the HOMO energy is -10.48 eV. As for the LUMO energy: 0.7956 eV. As for the calculated total energy: -30833.22182 eV.

---

2.
Density functional theory data (ωB97M-V with the def2-TZVPD basis set) for a single C36H48ClN3O6 molecule at a distorted geometry.

Cartesian coordinates (Å):
C 5.634 2.426 -0.372
C 5.557 2.026 -1.841
H 6.563 1.960 -2.266
H 4.990 2.767 -2.417
O 5.029 0.727 -2.034
C 3.718 0.476 -1.716
C 2.767 1.478 -1.574
C 1.437 1.196 -1.295
C 1.047 -0.129 -1.134
C 1.974 -1.146 -1.282
C 3.326 -0.862 -1.567
O 4.107 -1.968 -1.681
C 5.519 -1.887 -1.600
C 6.038 -3.311 -1.459
H 7.123 -3.305 -1.405
H 5.724 -3.905 -2.313
H 5.638 -3.769 -0.559
H 5.928 -1.421 -2.503
H 5.818 -1.288 -0.733
O 1.688 -2.468 -1.153
C 0.337 -2.869 -1.018
C 0.317 -4.390 -0.995
H 0.901 -4.755 -0.156
H 0.750 -4.781 -1.911
H -0.705 -4.746 -0.900
H -0.091 -2.468 -0.090
H -0.250 -2.496 -1.870
H 0.050 -0.377 -0.823
C 0.577 2.393 -1.062
O 1.049 3.352 -0.460
N -0.690 2.443 -1.545
C -1.461 1.379 -2.131
H -0.801 0.618 -2.546
C -2.432 0.775 -1.094
H -3.310 0.399 -1.624
H -1.964 -0.070 -0.593
C -2.874 1.829 -0.054
C -2.906 3.189 -0.772
H -3.588 3.106 -1.620
C -1.508 3.607 -1.241
H -0.983 4.181 -0.475
H -1.586 4.234 -2.137
H -3.319 3.947 -0.106
C -4.286 1.535 0.483
O -5.126 2.403 0.610
N -4.502 0.248 0.816
H -3.754 -0.422 0.745
C -5.769 -0.225 1.322
H -6.398 0.657 1.468
C -6.447 -1.199 0.351
C -6.785 -0.507 -0.969
C -7.469 -1.474 -1.931
C -8.736 -2.044 -1.301
C -8.406 -2.740 0.015
C -7.720 -1.772 0.975
H -7.477 -2.285 1.908
H -8.401 -0.952 1.211
H -9.319 -3.127 0.472
H -7.744 -3.588 -0.179
H -9.209 -2.750 -1.987
H -9.443 -1.233 -1.114
H -7.715 -0.959 -2.861
H -6.785 -2.292 -2.172
H -5.874 -0.112 -1.424
H -7.446 0.339 -0.769
H -5.753 -2.024 0.149
H -5.613 -0.716 2.288
C -1.908 1.954 1.145
H -2.162 2.871 1.681
C -1.853 0.844 2.207
H -2.736 0.856 2.850
C -0.521 0.965 2.962
C 0.266 -0.117 2.255
N -0.488 -0.894 1.579
O -1.794 -0.473 1.623
C 1.708 -0.271 2.259
C 2.542 0.802 2.570
C 3.914 0.671 2.485
C 4.462 -0.539 2.090
C 3.652 -1.622 1.785
C 2.283 -1.484 1.872
H 1.640 -2.318 1.641
H 4.087 -2.558 1.474
Cl 6.179 -0.699 1.988
H 4.557 1.505 2.719
H 2.127 1.755 2.857
H -0.601 0.715 4.023
H -0.087 1.957 2.866
H -0.897 2.063 0.755
H -2.032 1.815 -2.959
H 3.040 2.515 -1.681
H 6.120 3.394 -0.284
H 4.639 2.489 0.062
H 6.211 1.689 0.181

The HOMO-LUMO gap comes out at 8.16 eV. The value obtained for the HOMO energy is -7.87 eV. As for the LUMO energy: 0.2923 eV. As for the calculated total energy: -67388.99883 eV.

---

- Look up the HOMO-LUMO gap of the second one.
  8.16 eV

---

- HOMO-LUMO gap of number 1 (C25H50O2)?
  11.27 eV

---

- Which formula does entry 1 have?
  C25H50O2

---

- The highest calculated total energy belongs to which entry?
  C25H50O2